The following is a quantum chemistry calculation of C3H8Si in the gas phase in a non-equilibrium geometry, from OMol25.

The highest occupied orbital energy is -8.8 eV. The value obtained for the energy above the lowest of the compared OMol25 structures with the same formula, charge and spin is 134.51 kJ/mol. The spin multiplicity is 1. The value obtained for the orbital gap is 9.78 eV. As for the LUMO energy: 0.99 eV. Its molar mass is 72.18 g mol⁻¹.

Positions of all 12 atoms, in Å:
C1 0.734 0.609 1.107
C2 0.226 0.483 -0.258
C3 -1.296 -0.051 -0.289
Si1 -0.051 -1.184 -1.092
H1 1.246 -0.296 1.689
H2 -0.203 0.949 1.665
H3 1.489 1.520 1.306
H4 0.491 1.221 -0.947
H5 -1.656 -0.117 0.677
H6 -2.051 0.463 -0.951
H7 0.847 -2.314 -0.388
H8 0.224 -1.283 -2.519

Forces on the atoms, in the same order (eV/Å):
C 1.4 1.6 4.0
C -1.4 -2.4 -1.3
C 1.0 1.1 -3.0
Si 1.9 -0.7 1.8
H -1.3 1.6 -1.5
H 1.5 -0.6 0.2
H -1.5 -2.0 -0.8
H 0.1 1.4 -0.8
H -0.8 -0.7 1.8
H 1.0 -0.5 0.6
H -1.5 1.0 -0.6
H -0.5 0.1 -0.4

Atom charges from the Löwdin analysis, given in e for atoms 1 to 5: atom 1 (C): -0.198, atom 2 (C): -0.532, atom 3 (C): -0.257, atom 4 (Si): 0.674, atom 5 (H): 0.102

***

The following is a quantum chemistry calculation of C20H31N3O in the gas phase in a non-equilibrium geometry, from OMol25.

The highest occupied orbital energy is -7.7 eV. The value obtained for the energy above the lowest of the compared OMol25 structures with the same formula, charge and spin is 1815.47 kJ/mol. The spin multiplicity is 1. The value obtained for the orbital gap is 8.02 eV. As for the LUMO energy: 0.27 eV. Its molar mass is 329.49 g mol⁻¹.

Positions of all 55 atoms, in Å:
N1 -2.983 -3.646 1.711
C1 -2.633 -2.496 2.069
N2 -2.487 -2.221 3.307
C2 -1.901 -0.765 3.246
C3 -1.554 -0.132 1.832
C4 -2.231 0.945 1.388
C5 -1.457 1.614 0.235
C6 -0.493 2.328 0.438
C7 0.411 2.931 -0.644
C8 -0.323 2.818 -2.090
O1 0.025 3.312 -3.122
C9 -1.663 2.246 -2.237
C10 -2.130 1.528 -1.177
N3 -2.087 -1.577 0.965
C11 -1.808 -1.845 -0.411
C12 -0.544 -2.917 -0.505
C13 0.795 -2.367 -0.297
C14 1.158 -1.176 -1.003
C15 2.442 -0.569 -0.837
C16 2.766 0.042 0.566
C17 4.178 0.255 0.754
C18 4.661 1.455 -0.259
C19 4.432 0.758 -1.833
C20 3.154 0.378 -1.823
H1 -3.557 -3.612 0.834
H2 -3.528 -4.100 2.501
H3 -2.692 -0.025 3.563
H4 -0.923 -0.648 3.839
H5 -0.435 -0.110 1.813
H6 -2.209 1.580 2.193
H7 -3.447 0.559 1.203
H8 0.064 2.215 1.251
H9 1.326 3.327 -0.682
H10 1.081 3.518 -2.979
H11 -2.197 2.136 -3.129
H12 -3.364 1.055 -1.167
H13 -1.683 -0.855 -0.826
H14 -2.815 -2.309 -0.888
H15 -0.944 -3.646 0.001
H16 -0.631 -3.236 -1.499
H17 0.529 -1.956 0.716
H18 1.318 -3.026 -0.386
H19 0.443 -0.312 -1.014
H20 1.047 -1.293 -2.056
H21 3.217 -1.607 -0.874
H22 2.562 -0.883 1.313
H23 2.071 0.764 0.498
H24 4.362 0.994 1.757
H25 4.831 -0.399 0.745
H26 5.499 1.853 -0.276
H27 4.025 2.150 -0.239
H28 4.748 1.254 -2.664
H29 5.043 -0.133 -1.792
H30 2.388 1.115 -1.812
H31 2.982 -0.069 -2.782

Forces on the atoms, in the same order (eV/Å):
N -4.9 -6.9 -2.5
C 5.0 7.0 -0.7
N 1.1 4.2 -0.8
C -0.1 1.0 0.7
C 2.5 -11.1 1.4
C -4.6 2.1 -4.0
C -12.0 -5.5 -4.8
C 10.3 6.1 -4.1
C -9.5 -3.4 -4.5
C -3.1 -3.2 11.7
O 8.7 4.6 -7.2
C 1.5 -1.6 3.4
C -2.8 0.0 3.3
N -0.6 1.6 5.0
C -0.7 -2.5 0.5
C -2.8 5.6 -4.9
C -11.9 12.7 5.8
C -2.4 3.7 -3.8
C 8.5 -3.5 2.2
C -0.3 -7.8 0.2
C -2.4 13.8 1.7
C -3.6 -10.9 -3.5
C 6.2 0.9 6.7
C -9.5 -3.2 -2.2
H 0.8 -0.5 1.0
H 1.0 0.4 -1.5
H 0.7 -1.0 0.7
H -1.8 -0.4 -0.3
H -0.9 0.2 -0.6
H -0.5 2.2 1.9
H 3.5 1.6 0.2
H 1.7 0.2 4.3
H 3.4 1.5 0.6
H -3.6 -0.2 -1.2
H -0.3 0.5 -1.5
H 4.2 1.3 -0.2
H 0.3 -0.1 -0.7
H 2.3 0.8 0.6
H -1.0 -4.2 3.6
H 0.0 -0.8 -2.0
H 1.8 -1.0 0.3
H 11.6 -12.9 -0.9
H -0.3 -0.6 1.2
H 0.2 -0.9 -1.6
H -1.5 2.4 0.1
H -0.6 2.5 -1.2
H -2.0 3.4 1.4
H -0.5 -2.6 -1.8
H 5.6 -7.0 0.0
H 8.4 3.0 0.9
H -5.4 5.5 0.4
H 0.7 2.1 -2.1
H 0.6 -0.4 0.0
H -0.4 2.0 -0.3
H -0.6 -0.6 -1.1

Atom charges from the Löwdin analysis, given in e for atoms 1 to 5: atom 1 (N): 0.125, atom 2 (C): -0.568, atom 3 (N): 0.082, atom 4 (C): -0.132, atom 5 (C): -0.254

***

Q: What is the LUMO energy in the first record?
A: 0.99 eV

***

Q: What is the orbital gap in the first record?
A: 9.78 eV